This record from OMol25 describes 2 unconnected molecules or ions with the total composition C4H15N3O at a distorted geometry. The level of theory is ωB97M-V with the def2-TZVPD basis set.

- energy above the lowest of the compared OMol25 structures with the same formula, charge and spin (kcal per mole) = 3.1
- spin multiplicity = 1
- E_LUMO (eV) = -6.33
- total charge = +2
- orbital gap (eV) = 11.6

Each line ends with the Mulliken charge.
Element x y z (Å)
O  2.707  -0.743  -2.413  -0.68
N  1.188  0.225  0.574  -0.15
N  -3.579  -0.619  -0.481  -0.24
N  3.458  0.325  0.813  -0.23
C  2.250  0.488  1.282  0.25
C  -0.209  0.558  0.959  -0.90
C  -2.594  0.098  0.399  -0.99
C  -1.151  0.114  -0.146  -0.45
H  -3.363  -1.608  -0.509  0.36
H  -0.890  -0.901  -0.454  0.47
H  2.992  -0.130  -3.106  0.34
H  3.630  0.144  -0.171  0.21
H  -2.973  1.110  0.533  0.38
H  -4.535  -0.508  -0.130  0.37
H  -0.454  -0.002  1.862  0.41
H  -0.224  1.589  1.221  0.40
H  -1.165  0.775  -1.003  0.43
H  3.290  -1.507  -2.514  0.34
H  1.279  -0.047  -0.401  0.20
H  -2.577  -0.359  1.379  0.48
H  4.250  0.351  1.429  0.26
H  -3.566  -0.217  -1.422  0.36
H  2.233  0.866  2.300  0.38

This record from OMol25 describes 3 unconnected molecules or ions with the total composition C4H15N3O3 at a distorted geometry. The level of theory is ωB97M-V with the def2-TZVPD basis set.

- energy above the lowest of the compared OMol25 structures with the same formula, charge and spin (kcal per mole) = 70.8
- spin multiplicity = 1
- E_LUMO (eV) = 0.61
- orbital gap (eV) = 10.0

Each line ends with the Mulliken charge.
Element x y z (Å)
O  -2.237  -3.354  0.952  -0.69
O  -0.580  -2.652  2.807  -0.66
O  0.396  -1.185  0.146  -0.65
N  -1.923  3.186  -0.884  -0.54
N  -0.273  0.628  -0.938  -0.12
N  2.968  -0.878  -0.322  -0.62
C  -0.052  1.915  -1.571  -0.77
C  2.120  0.308  -0.256  -0.21
C  -0.479  3.119  -0.554  -0.42
C  0.682  -0.164  -0.400  0.39
H  -0.129  -2.155  2.080  0.40
H  -1.280  0.256  -0.982  0.31
H  -1.720  -4.059  0.466  0.29
H  2.362  0.967  0.585  0.27
H  -0.013  4.078  -0.634  0.41
H  -1.001  -2.024  3.241  0.30
H  -0.551  2.147  -2.519  0.37
H  2.592  -1.665  -0.086  0.24
H  2.288  0.959  -1.126  0.18
H  0.941  2.091  -2.038  0.30
H  -2.356  4.049  -0.837  0.17
H  -2.455  2.545  -0.290  0.18
H  -1.594  -3.378  1.791  0.38
H  -0.472  2.758  0.473  0.24
H  3.723  -0.659  0.328  0.23